(1)
ORCA calculation (the ωB97M-V functional and the def2-TZVPD basis) on an isolated molecule of C4H5NO3.

## Properties
HOMO energy: -0.3840 hartree
Kohn-Sham gap: 10.5 eV
relative energy (zero: lowest compared OMol25 entry of this formula, charge and spin): 660.5 kJ/mol
SMILES: C#C[C@H](OC)[N+](=O)[O-]

Geometry as ORCA input:
```
! wB97M-V def2-TZVPD RIJCOSX def2/J DEFGRID3
* xyz 0 1
C -1.641 -2.374 0.076
C -0.878 -1.460 -0.047
C -0.215 -0.207 -0.176
O 0.797 -0.053 0.707
C 1.914 0.724 0.217
N -1.249 0.894 0.093
O -2.089 0.833 -0.766
O -0.901 1.830 0.749
H -2.354 -3.135 0.305
H 0.154 0.152 -1.251
H 1.599 1.831 0.145
H 2.068 0.410 -0.946
H 2.794 0.556 0.895
*
```

(2)
ORCA calculation (the ωB97M-V functional and the def2-TZVPD basis) on a cluster of 2 separate species, CH3N2O in total.

## Properties
HOMO energy (alpha / beta): -0.6394 / -0.6380 hartree
Kohn-Sham gap (alpha / beta): 8.8 / 8.8 eV
relative energy (zero: lowest compared OMol25 entry of this formula, charge and spin): 853.3 kJ/mol

Geometry as ORCA input:
```
! wB97M-V def2-TZVPD RIJCOSX def2/J DEFGRID3
* xyz 1 1
C -0.612 -0.490 -0.182
N -0.158 0.892 -0.214
N 0.699 -0.021 -0.292
O 2.239 -0.409 0.860
H -0.981 -0.925 0.659
H -0.972 -0.809 -1.154
H -0.216 1.761 0.323
*
```

(3)
ORCA calculation (the ωB97M-V functional and the def2-TZVPD basis) on an isolated molecule of C3H4ClFS.

## Properties
HOMO energy: -0.3494 hartree
Kohn-Sham gap: 10.2 eV
relative energy (zero: lowest compared OMol25 entry of this formula, charge and spin): 129.9 kJ/mol
SMILES: F[C@@H]1[C@H](S)[C@H]1Cl

Geometry as ORCA input:
```
! wB97M-V def2-TZVPD RIJCOSX def2/J DEFGRID3
* xyz 0 1
F 1.887 -0.781 0.374
C 1.041 0.192 -0.087
C -0.484 0.239 0.292
S -1.382 -0.782 1.470
C -0.035 -0.346 -0.969
Cl -0.224 0.590 -2.541
H 1.565 1.193 -0.130
H -1.066 1.111 0.175
H -1.073 -0.019 2.507
H -0.228 -1.396 -1.090
*
```

(4)
ORCA calculation (the ωB97M-V functional and the def2-TZVPD basis) on a structure of composition C13H20F12N2O10S4Ti.

## Properties
HOMO energy (alpha / beta): -0.0633 / -0.2655 hartree
Kohn-Sham gap (alpha / beta): 3.4 / 8.9 eV
<S²>: 3.7521

Geometry as ORCA input:
```
! wB97M-V def2-TZVPD RIJCOSX def2/J DEFGRID3
* xyz -1 4
Ti -4.571 7.292 15.888
C -2.259 3.129 9.553
C -3.347 4.037 10.215
C -2.647 4.971 11.291
C -2.205 4.277 12.551
N -1.130 5.114 13.316
C 0.232 5.339 12.626
C 1.344 4.973 13.581
C 0.752 3.870 14.505
C -0.730 4.394 14.665
C -1.605 6.561 13.624
H -1.326 3.634 9.301
H -2.705 2.800 8.615
H -1.999 2.257 10.154
H -4.190 3.454 10.585
H -3.764 4.690 9.449
H -3.240 5.866 11.483
H -1.773 5.336 10.751
H -1.704 3.319 12.413
H -3.133 4.137 13.106
H 0.228 6.298 12.108
H 0.176 4.660 11.775
H 1.618 5.834 14.192
H 2.314 4.719 13.153
H 1.291 3.993 15.444
H 0.866 2.887 14.049
H -0.814 5.113 15.480
H -1.335 3.493 14.766
H -0.770 7.013 14.159
H -2.513 6.387 14.201
H -1.828 7.123 12.716
C -5.521 3.361 17.211
F -5.809 3.597 18.434
F -5.331 2.011 17.041
F -6.505 3.745 16.407
S -3.889 4.296 16.758
O -2.847 3.606 17.536
O -3.825 4.219 15.291
O -4.113 5.650 17.275
C -0.121 9.001 16.790
F 0.838 9.831 16.451
F 0.116 7.713 16.391
F -0.309 8.999 18.136
S -1.694 9.664 15.790
O -1.231 9.939 14.385
O -2.643 8.527 15.780
O -2.202 10.805 16.518
C -6.194 9.811 17.480
F -7.040 9.240 18.303
F -5.867 11.027 17.818
F -5.117 9.054 17.653
S -6.879 9.718 15.660
O -8.327 9.912 15.693
O -6.124 10.718 14.959
N -6.452 8.162 15.230
S -7.201 7.875 13.930
O -8.625 7.621 14.082
O -6.869 8.775 12.831
C -6.412 6.115 13.472
F -6.664 5.769 12.196
F -5.101 6.174 13.610
F -7.057 5.185 14.234
*
```

(5)
ORCA calculation (the ωB97M-V functional and the def2-TZVPD basis) on an isolated molecule of C3H6N2O2.

## Properties
HOMO energy: -0.3704 hartree
Kohn-Sham gap: 10.8 eV
relative energy (zero: lowest compared OMol25 entry of this formula, charge and spin): 147.8 kJ/mol
SMILES: [H]/N=C(/NC=O)OC

Geometry as ORCA input:
```
! wB97M-V def2-TZVPD RIJCOSX def2/J DEFGRID3
* xyz 0 1
H 0.566 0.802 -1.691
N 1.036 0.567 -0.822
C 0.216 0.425 0.130
N 0.626 0.127 1.422
C 1.896 -0.298 1.758
O 2.178 -0.674 2.872
O -1.142 0.522 0.117
C -1.794 -0.148 -0.953
H -0.095 0.014 2.123
H 2.593 -0.272 0.906
H -2.861 -0.065 -0.754
H -1.499 -1.201 -0.960
H -1.581 0.304 -1.927
*
```

(6)
ORCA calculation (the ωB97M-V functional and the def2-TZVPD basis) on an isolated molecule of C2H5NO3.

## Properties
HOMO energy: -0.3661 hartree
Kohn-Sham gap: 10.4 eV
relative energy (zero: lowest compared OMol25 entry of this formula, charge and spin): 103.7 kJ/mol
SMILES: NC(=O)C(O)O

Geometry as ORCA input:
```
! wB97M-V def2-TZVPD RIJCOSX def2/J DEFGRID3
* xyz 0 1
N 1.231 1.110 -0.155
C 0.904 -0.249 0.096
O 1.711 -1.008 0.599
C -0.632 -0.280 0.235
O -1.260 0.112 -0.971
O -1.202 -1.474 0.676
H 0.685 1.642 -0.823
H 2.222 1.313 -0.209
H -0.632 0.695 0.892
H -1.076 -0.624 -1.581
H -1.951 -1.235 1.243
*
```

(7)
ORCA calculation (the ωB97M-V functional and the def2-TZVPD basis) on an isolated molecule of CH3ClOS.

## Properties
HOMO energy: -0.3637 hartree
Kohn-Sham gap: 10.1 eV
relative energy (zero: lowest compared OMol25 entry of this formula, charge and spin): 77.3 kJ/mol

Geometry as ORCA input:
```
! wB97M-V def2-TZVPD RIJCOSX def2/J DEFGRID3
* xyz 0 1
C 0.821 0.236 -0.161
O -1.079 -1.712 0.003
S -0.697 -0.662 0.924
Cl -1.900 0.921 0.434
H 0.358 1.144 -0.368
H 0.644 -0.308 -1.156
H 1.853 0.380 0.324
*
```

(8)
ORCA calculation (the ωB97M-V functional and the def2-TZVPD basis) on a structure of composition C29H63O20Zn.

## Properties
HOMO energy (alpha / beta): -0.4675 / -0.4675 hartree
Kohn-Sham gap (alpha / beta): 7.0 / 2.0 eV
<S²>: 0.7541

Geometry as ORCA input:
```
! wB97M-V def2-TZVPD RIJCOSX def2/J DEFGRID3
* xyz 2 2
Zn -3.843 1.048 0.914
C -0.075 -0.082 -0.096
C -1.498 0.408 0.258
O -1.758 1.380 0.981
O -2.506 -0.082 -0.310
H -0.247 -1.110 -0.416
H 0.624 -0.060 0.740
H 0.487 0.493 -0.832
C 4.583 -2.671 0.076
O 3.238 -2.845 0.415
C 2.873 -4.165 0.382
C 1.424 -4.295 0.915
O 1.348 -3.998 2.312
C 0.133 -4.399 2.888
C -0.271 -3.588 4.164
O -0.812 -2.308 3.942
C 0.038 -1.327 3.350
H 4.834 -2.853 -0.969
H 5.321 -3.117 0.743
H 4.723 -1.598 0.200
H 3.511 -4.658 1.117
H 2.996 -4.696 -0.562
H 1.220 -5.339 0.677
H 0.701 -3.637 0.431
H 0.309 -5.444 3.140
H -0.693 -4.448 2.178
H 0.541 -3.423 4.873
H -1.106 -4.153 4.579
H 0.870 -1.061 4.002
H -0.461 -0.387 3.112
H 0.334 -1.660 2.355
C 1.230 1.513 -3.529
O 0.706 2.382 -2.566
C 1.618 2.957 -1.538
C 2.563 4.136 -2.056
O 3.620 4.471 -1.151
C 3.169 5.222 -0.013
C 4.076 4.973 1.137
O 5.409 5.219 0.820
C 6.447 4.872 1.700
H 1.281 1.971 -4.517
H 0.396 0.831 -3.695
H 2.090 0.944 -3.176
H 2.267 2.191 -1.112
H 0.875 3.230 -0.789
H 1.872 4.924 -2.356
H 2.974 3.797 -3.007
H 2.128 5.020 0.241
H 3.031 6.263 -0.305
H 4.051 3.902 1.338
H 3.825 5.561 2.020
H 6.397 5.299 2.702
H 7.308 5.344 1.226
H 6.683 3.811 1.786
C -0.200 -6.416 -3.132
O -0.440 -5.040 -3.361
C -1.260 -4.376 -2.422
C -1.378 -2.856 -2.683
O -1.783 -2.502 -3.966
C -2.146 -1.126 -4.123
C -2.697 -1.117 -5.590
O -3.425 0.117 -5.820
C -2.649 0.987 -6.646
H 0.377 -6.826 -3.961
H -1.062 -7.026 -2.862
H 0.460 -6.402 -2.265
H -0.772 -4.476 -1.452
H -2.197 -4.924 -2.318
H -0.394 -2.408 -2.546
H -2.035 -2.340 -1.982
H -1.307 -0.512 -3.794
H -2.974 -0.878 -3.459
H -3.350 -1.945 -5.865
H -1.829 -1.171 -6.248
H -2.256 0.434 -7.499
H -1.817 1.381 -6.061
H -3.262 1.811 -7.011
C -3.408 -2.961 1.865
O -3.695 -2.400 3.211
C -3.710 -1.083 3.412
O -3.671 -0.238 2.495
O -3.509 -0.808 4.733
C -3.558 -1.806 5.742
H -4.045 -2.409 1.175
H -3.712 -4.008 1.848
H -2.381 -2.814 1.531
H -2.847 -2.627 5.646
H -4.561 -2.232 5.737
H -3.224 -1.370 6.684
C 3.067 0.292 1.947
O 2.507 1.552 2.082
C 2.432 2.200 3.367
O 2.710 1.759 4.477
O 2.114 3.460 3.233
C 2.065 4.281 4.366
H 3.204 0.219 0.868
H 2.604 -0.532 2.491
H 4.113 0.136 2.212
H 1.020 4.382 4.661
H 2.356 5.290 4.074
H 2.793 3.967 5.113
C -1.944 3.714 -1.771
O -3.320 4.092 -2.046
C -4.249 3.376 -1.415
O -4.005 2.452 -0.622
O -5.524 3.779 -1.796
C -6.597 3.227 -1.107
H -1.607 4.085 -0.803
H -1.305 4.257 -2.467
H -1.771 2.639 -1.718
H -6.624 3.273 -0.018
H -6.647 2.156 -1.303
H -7.534 3.558 -1.554
*
```

(9)
ORCA calculation (the ωB97M-V functional and the def2-TZVPD basis) on an isolated molecule of C4H6NP.

## Properties
HOMO energy (alpha / beta): -0.2889 / -0.2699 hartree
Kohn-Sham gap (alpha / beta): 8.2 / 7.1 eV
relative energy (zero: lowest compared OMol25 entry of this formula, charge and spin): 501.9 kJ/mol

Geometry as ORCA input:
```
! wB97M-V def2-TZVPD RIJCOSX def2/J DEFGRID3
* xyz 0 1
C 1.478 1.069 0.079
C -0.091 0.929 -2.063
C 0.056 -0.697 0.884
C -1.242 -0.284 0.098
N 1.218 0.034 0.689
P -0.860 -0.445 -1.754
H 2.356 1.500 -0.036
H 0.042 1.483 -2.974
H -0.252 -0.453 1.891
H 0.356 -1.743 0.892
H -1.944 -0.986 0.335
H -1.499 0.707 0.311
*
```

(10)
ORCA calculation (the ωB97M-V functional and the def2-TZVPD basis) on an isolated molecule of C2H7N3S.

## Properties
HOMO energy: -0.3137 hartree
Kohn-Sham gap: 9.2 eV
relative energy (zero: lowest compared OMol25 entry of this formula, charge and spin): 334.4 kJ/mol
SMILES: CN/N=C\NS

Geometry as ORCA input:
```
! wB97M-V def2-TZVPD RIJCOSX def2/J DEFGRID3
* xyz 0 1
C -0.205 0.324 -2.363
N -0.195 0.130 -0.844
N 1.031 -0.252 -0.350
C 0.940 -0.585 0.884
N -0.357 -0.245 1.557
S -0.255 -0.616 3.355
H -0.349 -0.661 -2.871
H -1.082 1.060 -2.573
H 0.742 0.617 -2.776
H -0.365 1.010 -0.484
H 1.887 -0.467 1.600
H -1.204 -1.003 1.119
H -0.589 0.689 3.744
*
```

(11)
ORCA calculation (the ωB97M-V functional and the def2-TZVPD basis) on a structure of composition C41H38AsN6O6STb.

## Properties
HOMO energy (alpha / beta): -0.3025 / -0.3030 hartree
Kohn-Sham gap (alpha / beta): 7.9 / 7.9 eV
relative energy (zero: lowest compared OMol25 entry of this formula, charge and spin): 0.0 kJ/mol
<S²>: 12.6785

Geometry as ORCA input:
```
! wB97M-V def2-TZVPD RIJCOSX def2/J DEFGRID3
* xyz 0 7
Tb -20.715 -4.986 11.393
O -19.467 -7.083 11.151
C -20.178 -8.255 10.573
C -21.173 -7.704 9.580
N -22.091 -6.654 10.147
C -22.693 -5.962 8.980
C -21.668 -4.996 8.405
O -21.919 -4.481 7.372
O -20.654 -4.811 9.164
C -22.959 -7.214 11.185
C -23.673 -6.105 11.980
O -24.852 -6.166 12.278
O -22.842 -5.131 12.294
H -19.285 -7.114 12.134
H -20.600 -8.761 11.432
H -19.507 -8.958 10.018
H -21.764 -8.561 9.193
H -20.608 -7.290 8.753
H -23.644 -5.470 9.155
H -22.960 -6.698 8.255
H -22.397 -7.795 11.951
H -23.635 -7.974 10.790
S -19.200 -5.389 13.706
C -17.488 -5.576 13.705
C -16.766 -6.277 14.709
C -15.372 -6.427 14.639
C -14.667 -5.993 13.542
C -15.374 -5.399 12.495
C -16.724 -5.176 12.566
As -17.660 -4.602 10.926
C -16.725 -2.971 10.461
C -15.663 -3.016 9.504
C -15.008 -1.853 9.171
C -15.345 -0.605 9.682
C -16.343 -0.568 10.652
C -16.977 -1.766 11.055
C -17.069 -5.858 9.590
C -17.459 -5.643 8.294
C -17.729 -6.749 7.456
C -17.394 -8.036 7.831
C -16.814 -8.245 9.105
C -16.737 -7.158 9.975
H -17.216 -6.601 15.664
H -14.840 -6.880 15.456
H -13.573 -6.172 13.457
H -14.883 -4.961 11.657
H -15.416 -3.931 9.037
H -14.212 -1.886 8.435
H -14.864 0.234 9.329
H -16.477 0.319 11.213
H -17.596 -1.657 11.903
H -17.785 -4.693 7.924
H -18.073 -6.593 6.440
H -17.386 -8.928 7.197
H -16.461 -9.231 9.299
H -16.305 -7.329 10.943
C -20.667 -0.639 9.616
C -20.253 -1.873 10.151
N -21.044 -2.618 10.925
C -22.273 -2.158 11.124
C -22.730 -0.888 10.662
C -21.888 -0.082 9.911
C -24.101 -0.315 11.042
C -25.273 -0.595 10.408
C -25.440 -1.542 9.254
C -24.371 -2.031 8.487
C -24.713 -2.963 7.507
N -25.993 -3.421 7.317
C -26.924 -2.912 8.145
N -26.689 -2.018 9.154
H -20.058 0.017 9.008
H -19.291 -2.211 9.859
H -22.994 -2.796 11.638
H -22.189 0.748 9.318
H -24.125 0.205 12.009
H -26.141 -0.129 10.940
H -23.374 -1.573 8.517
H -23.961 -3.277 6.791
H -28.010 -3.181 8.022
N -18.197 -10.265 13.379
C -19.312 -11.016 13.604
O -19.262 -12.219 13.455
C -20.509 -10.233 13.872
C -20.577 -8.826 14.250
C -21.843 -8.331 14.449
C -22.967 -9.020 14.064
N -22.916 -10.238 13.560
C -21.728 -10.848 13.480
H -17.339 -10.770 13.190
H -18.073 -9.270 13.536
H -19.698 -8.153 14.435
H -21.934 -7.349 14.917
H -23.951 -8.620 14.318
H -21.714 -11.851 13.083
*
```

(12)
ORCA calculation (the ωB97M-V functional and the def2-TZVPD basis) on a structure of composition C23H50GdN5OP2.

## Properties
HOMO energy (alpha / beta): -0.5211 / -0.5156 hartree
Kohn-Sham gap (alpha / beta): 7.7 / 6.0 eV
relative energy (zero: lowest compared OMol25 entry of this formula, charge and spin): 0.0 kJ/mol
<S²>: 16.0543

Geometry as ORCA input:
```
! wB97M-V def2-TZVPD RIJCOSX def2/J DEFGRID3
* xyz 2 8
Gd 0.530 -0.720 0.577
P 0.957 1.962 1.321
P -1.326 -1.720 -1.308
N -1.342 -0.204 1.493
C -0.521 2.029 2.456
H -0.145 2.300 3.456
H -1.125 2.877 2.094
C -1.451 0.789 2.568
H -1.276 0.294 3.547
H -2.499 1.149 2.627
C -2.565 -0.985 1.284
H -3.444 -0.354 1.530
H -2.605 -1.814 2.022
C -2.777 -1.567 -0.141
H -3.504 -0.926 -0.666
H -3.226 -2.571 -0.064
C -0.897 -3.537 -1.376
C 0.518 -3.771 -1.939
H 0.967 -4.637 -1.429
H 1.213 -2.924 -1.808
H 0.489 -4.004 -3.013
C -1.954 -1.235 -2.961
C -0.915 -1.457 -4.066
H -1.302 -1.008 -4.991
H -0.735 -2.521 -4.269
H 0.041 -0.971 -3.843
C 1.094 3.607 0.531
C 2.371 3.746 -0.304
H 2.301 4.679 -0.878
H 2.491 2.928 -1.024
H 3.276 3.809 0.317
C 2.436 1.740 2.444
C 3.682 1.270 1.670
H 4.238 0.551 2.292
H 4.361 2.108 1.452
H 3.463 0.770 0.711
C 1.482 0.158 -1.489
C -3.319 -1.809 -3.355
H -3.274 -2.879 -3.584
H -4.084 -1.644 -2.591
H -3.651 -1.299 -4.269
C 0.896 4.811 1.456
H 0.822 5.710 0.831
H -0.024 4.745 2.045
H 1.740 4.962 2.136
C 2.731 2.952 3.328
H 3.390 2.637 4.150
H 3.266 3.738 2.778
H 1.829 3.379 3.785
C -1.940 -4.407 -2.079
H -1.849 -4.355 -3.172
H -1.766 -5.457 -1.799
H -2.970 -4.166 -1.787
H -0.900 -3.822 -0.308
H 2.112 0.919 3.109
H -2.080 -0.144 -2.835
H 0.238 3.586 -0.168
O 1.929 0.586 -2.472
H -1.024 0.687 -0.157
H -0.480 0.857 -0.743
C 0.757 -3.705 2.166
N 1.609 -2.457 2.115
C 2.977 -2.894 1.636
N 3.576 -3.945 2.480
C 2.679 -5.123 2.501
N 1.335 -4.764 3.014
C 1.504 -4.244 4.390
N 2.371 -3.047 4.407
C 1.786 -2.007 3.544
C 3.692 -3.452 3.873
H 0.648 -4.100 1.146
H -0.228 -3.435 2.576
H 3.647 -2.022 1.648
H 2.888 -3.288 0.613
H 3.117 -5.880 3.167
H 2.573 -5.514 1.475
H 0.512 -3.976 4.791
H 1.974 -5.025 4.998
H 2.452 -1.133 3.553
H 0.801 -1.735 3.952
H 4.092 -4.267 4.495
H 4.363 -2.576 3.887
*
```

(13)
ORCA calculation (the ωB97M-V functional and the def2-TZVPD basis) on an isolated molecule of C4H9N.

## Properties
HOMO energy: -0.3561 hartree
Kohn-Sham gap: 10.9 eV
relative energy (zero: lowest compared OMol25 entry of this formula, charge and spin): 94.8 kJ/mol
SMILES: CC[C@@H]1CN1

Geometry as ORCA input:
```
! wB97M-V def2-TZVPD RIJCOSX def2/J DEFGRID3
* xyz 0 1
C 0.245 0.842 -1.667
C -0.077 0.977 -0.186
C 0.370 -0.281 0.604
C -0.553 -1.390 0.793
N -0.334 -0.428 1.886
H 1.334 0.762 -1.835
H -0.139 1.734 -2.231
H -0.227 -0.110 -2.014
H 0.500 1.826 0.239
H -1.162 1.108 0.078
H 1.448 -0.503 0.616
H -0.137 -2.385 0.817
H -1.558 -1.302 0.366
H 0.290 -0.851 2.534
*
```